*w*
Computed, not measured: C5H7NO2 in the gas phase, with wB97M-V/def2-TZVPD.

The orbital gap is 10.0 eV. The LUMO energy is 0.02425 hartree. The HOMO energy comes out at -9.29 eV.

ORCA input file:
```
! RIJCOSX wB97M-V def2-TZVPD def2/J DEFGRID3
* xyz 0 1
C 0.25560 -0.75525 -1.27186
C -0.26735 0.03782 -0.09210
C 0.56912 0.09880 1.15716
N 1.89834 -0.06849 0.97118
O 0.08214 0.27805 2.25253
C -1.78562 0.09775 0.19325
C -1.09451 1.24394 -0.35659
O -1.10009 2.35203 -0.78507
H 0.62494 -1.72697 -0.94748
H 1.05507 -0.22310 -1.78730
H -0.54539 -0.91612 -1.99015
H 2.49902 0.03145 1.77244
H 2.31455 -0.10651 0.05944
H -2.03764 0.12490 1.24646
H -2.46819 -0.46829 -0.42190
*
```


*x*
Computed, not measured: C5H7NO2 in the gas phase, with wB97M-V/def2-TZVPD.

The orbital gap is 9.9 eV. The LUMO energy is 0.01868 hartree. The HOMO energy comes out at -9.41 eV.

ORCA input file:
```
! RIJCOSX wB97M-V def2-TZVPD def2/J DEFGRID3
* xyz 0 1
C -1.73031 -2.63931 1.08613
C -1.14727 -1.52191 0.66917
N -0.38940 -0.26756 0.37230
C 0.85434 -0.34126 1.21007
C -0.10265 -0.18644 -1.08639
O 0.27192 -1.24260 -1.72895
O -0.26123 1.00023 -1.89656
C 0.16377 2.20029 -1.17950
H -2.06416 -3.72519 1.23852
H 1.50077 -1.29055 1.00563
H 1.50040 0.62127 1.18975
H 0.50710 -0.45294 2.32061
H -0.72447 2.66440 -0.59140
H 1.12080 2.07491 -0.55362
H 0.42406 2.98814 -2.00321
*
```


*y*
Computed, not measured: a molecular structure, C5H7NO2, with wB97M-V/def2-TZVPD.

The orbital gap is 8.4 eV. The LUMO energy is 0.02087 hartree. The HOMO energy comes out at -7.81 eV.

ORCA input file:
```
! RIJCOSX wB97M-V def2-TZVPD def2/J DEFGRID3
* xyz 0 1
C 0.55915 -0.81430 0.03899
C -0.05404 0.32647 0.53573
C 2.42929 0.01979 0.15814
C -2.44486 -0.17226 -0.67251
C -0.02286 1.53588 1.03641
O 0.42830 -1.07914 -1.30465
N -1.85024 -0.34401 0.42643
O 2.98770 0.75464 0.92130
H -0.08601 -1.89652 -1.38412
H 0.58670 -1.68543 0.68871
H 2.97360 -0.44635 -0.70490
H -1.93120 0.08887 -1.61885
H -3.53719 -0.32191 -0.75668
H -0.94946 2.03384 1.29915
H 0.91111 2.00044 1.33683
*
```


*z*
Computed, not measured: a molecular structure, C5H7NO2, with wB97M-V/def2-TZVPD.

The orbital gap is 10.3 eV. The LUMO energy is 0.02571 hartree. The HOMO energy comes out at -9.64 eV.

ORCA input file:
```
! RIJCOSX wB97M-V def2-TZVPD def2/J DEFGRID3
* xyz 0 1
C 0.88446 0.87786 -0.26449
C 1.05730 -0.09100 0.80848
C 1.51048 -1.12966 -0.24666
C 0.25244 -0.32191 -0.98492
C -0.95655 -0.57775 -0.05878
H -0.27661 2.27162 -0.81668
H -1.24538 1.37598 0.05132
H 1.83957 1.11299 -0.90536
H 1.62732 -0.00706 1.66233
H 1.13132 -2.19905 -0.13419
H 2.40175 -1.03164 -0.80657
H 0.02698 -0.40229 -2.01733
N -0.16442 1.87028 0.02338
O -2.15893 -0.56544 -0.28348
O -0.44642 -0.27926 1.19361
*
```


It is *w* that is the most stable of them.